[1]
The following is a DFT calculation (ωB97M-V/def2-TZVPD) of a structure of composition C30H51NORuS3Sb2Si4.

The geometry in XYZ format:
```
93
Properties=species:S:1:pos:R:3:forces:R:3
Ru -0.7997 0.7692 0.0206 0.6492 -0.0541 -0.2474
S -2.1665 4.5549 1.7287 -0.2190 -0.0122 0.1236
Sb -0.4425 4.1244 0.2538 0.1742 0.2529 -0.1490
S 0.6203 2.1736 1.2310 0.2069 -0.3087 0.2159
S -1.4345 2.4862 -1.2239 -0.3092 0.2618 -0.2803
C 2.1485 1.1615 -3.3470 0.0524 0.0132 0.0716
Si 3.3672 2.1775 -2.3624 -0.0137 0.0705 -0.1469
C 2.7701 3.9403 -2.2193 0.1076 -0.0756 -0.0262
C 5.1133 2.0606 -3.0269 -0.0814 0.0246 -0.0028
Sb 3.4334 1.1448 -0.0118 -0.0893 -0.0698 -0.0854
Si 4.4931 2.6190 1.8068 0.0735 0.1838 0.1013
C 4.2443 1.7272 3.4274 -0.0051 -0.0381 -0.0939
C 6.3031 2.8203 1.3692 -0.0631 0.0138 0.0371
C 3.6176 4.2706 1.7856 0.1062 -0.0641 0.0137
Si 4.4886 -1.2151 -0.1259 0.0673 -0.0205 0.0892
C 4.1229 -2.0260 1.5267 0.0139 0.0024 -0.0409
C 3.7544 -2.1405 -1.5742 -0.0795 0.0588 0.0038
C 6.3291 -0.9812 -0.3700 -0.0321 -0.1220 0.0250
H 2.1126 1.5201 -4.3786 0.0197 0.0140 -0.0043
H 1.1514 1.2783 -2.9181 -0.0480 0.0035 0.0178
H 2.4007 0.0999 -3.3653 0.0291 0.0050 0.0128
H 2.7622 4.3934 -3.2144 -0.0018 -0.0055 -0.0050
H 3.4030 4.5576 -1.5806 -0.0003 -0.0220 0.0035
H 1.7493 3.9709 -1.8380 -0.0223 -0.0027 0.0210
H 5.1496 2.5228 -4.0174 -0.0048 -0.0021 -0.0052
H 5.4422 1.0256 -3.1352 -0.0250 -0.0127 0.0206
H 5.8318 2.5826 -2.3932 -0.0145 0.0021 0.0224
H 4.7564 0.7635 3.4526 0.0103 0.0082 -0.0232
H 3.1847 1.5571 3.6268 -0.0093 0.0244 -0.0197
H 4.6446 2.3364 4.2414 0.0051 0.0172 -0.0005
H 6.8284 1.8714 1.2633 -0.0311 -0.0350 0.0054
H 6.7967 3.3774 2.1706 -0.0117 0.0152 0.0042
H 6.4366 3.3881 0.4468 -0.0305 -0.0098 -0.0134
H 2.6002 4.1939 2.1681 -0.0099 -0.0343 -0.0057
H 3.5870 4.7240 0.7938 0.0016 -0.0366 -0.0048
H 4.1731 4.9509 2.4380 -0.0225 0.0070 0.0098
H 3.1840 -1.6967 1.9730 0.0205 -0.0055 -0.0356
H 4.9198 -1.8159 2.2425 0.0040 0.0383 -0.0088
H 4.0707 -3.1108 1.4059 0.0220 -0.0058 -0.0120
H 2.6724 -2.0203 -1.6542 0.1216 -0.0331 0.0299
H 3.9632 -3.2077 -1.4636 0.0332 -0.0026 0.0155
H 4.2024 -1.8155 -2.5152 0.0034 0.0378 0.0053
H 6.7773 -0.3107 0.3625 -0.0346 0.0139 0.0355
H 6.5695 -0.6117 -1.3675 -0.0309 0.0291 0.0002
H 6.8113 -1.9572 -0.2533 0.0165 0.0051 -0.0288
C -2.8145 -2.3697 2.3857 0.0124 0.0142 -0.0161
C -3.5478 -1.0351 2.2029 -0.0189 0.0731 -0.0031
C -2.6909 0.0752 2.8231 0.0191 -0.0588 -0.0898
C -4.8957 -1.0712 2.9318 -0.0081 -0.0448 0.0330
Si -3.7817 -0.7108 0.3446 0.0906 -0.0432 -0.1645
O -2.2793 -0.3621 -0.2771 -0.4127 -0.1905 0.1374
C -4.9699 0.6934 0.0231 0.0007 -0.0568 0.0720
C -4.7296 1.9687 0.5427 0.0737 0.0544 0.0391
C -5.6023 3.0201 0.3173 -0.0510 0.0075 -0.0401
C -6.7516 2.8107 -0.4348 0.0090 -0.0007 0.0180
C -7.0150 1.5530 -0.9555 -0.0140 0.0144 -0.0008
C -6.1313 0.5065 -0.7278 -0.0062 -0.0435 -0.0633
C -4.3178 -2.2564 -0.5741 0.0027 0.0483 0.0265
C -3.5931 -2.6699 -1.6932 0.0530 0.0265 -0.0222
C -3.9400 -3.8130 -2.3996 -0.0120 -0.0183 -0.0043
C -5.0284 -4.5729 -1.9973 -0.0062 0.0037 0.0136
C -5.7708 -4.1752 -0.8939 0.0051 -0.0233 -0.0146
C -5.4178 -3.0298 -0.1957 -0.0584 0.0078 0.0342
H -2.6179 -2.5449 3.4484 0.0036 -0.0174 0.0037
H -1.8532 -2.3699 1.8611 -0.0151 0.0069 0.0187
H -3.3951 -3.2117 2.0052 -0.0139 0.0033 -0.0023
H -2.3975 -0.1904 3.8432 -0.0377 -0.0009 0.0254
H -3.2063 1.0364 2.8654 0.0086 -0.0307 -0.0124
H -1.7580 0.2125 2.2588 0.0289 0.0518 0.1590
H -4.7347 -1.2122 4.0055 -0.0095 0.0096 0.0036
H -5.5255 -1.8956 2.5934 0.0082 -0.0071 -0.0120
H -5.4541 -0.1435 2.7931 0.0063 0.0006 0.0111
H -3.8393 2.1555 1.1349 0.0048 0.0103 -0.0451
H -5.3867 4.0004 0.7235 0.0013 -0.0029 0.0031
H -7.4404 3.6265 -0.6128 0.0043 0.0033 -0.0006
H -7.9086 1.3845 -1.5427 -0.0029 0.0073 0.0033
H -6.3502 -0.4680 -1.1507 0.0133 0.0117 0.0115
H -2.7437 -2.0794 -2.0160 -0.0305 0.0009 0.0063
H -3.3683 -4.1083 -3.2714 0.0022 -0.0018 -0.0030
H -5.3028 -5.4658 -2.5440 -0.0039 0.0035 -0.0043
H -6.6280 -4.7561 -0.5786 0.0011 -0.0022 -0.0033
H -6.0248 -2.7372 0.6534 0.0064 0.0094 0.0047
C 0.1017 -3.7164 -0.9098 -0.0227 0.0439 -0.0660
C -0.0531 -2.9090 -2.0291 0.0459 0.0279 0.0797
C 0.1402 -1.5444 -1.9025 -0.0471 -0.0725 -0.0089
N 0.5294 -0.9771 -0.7544 -0.2792 -0.0498 0.2492
C 0.7110 -1.7731 0.3096 0.0258 0.1320 0.1522
C 0.4858 -3.1351 0.2894 0.0741 -0.0576 -0.1561
H -0.0888 -4.7795 -0.9718 0.0060 -0.0020 0.0026
H -0.3528 -3.3226 -2.9816 -0.0116 -0.0011 0.0019
H -0.0402 -0.8756 -2.7340 0.0189 0.0270 -0.0120
H 1.0315 -1.2773 1.2219 -0.0384 -0.0016 -0.0097
H 0.6041 -3.7192 1.1911 0.0256 -0.0014 -0.0012
```
Positions in Å, forces in eV/Å.

As for the spin multiplicity: 6. The value obtained for the energy above the lowest of the compared OMol25 structures with the same formula, charge and spin is 0.0 kcal/mol. The lowest unoccupied orbital energy (alpha / beta) comes out at -0.1134 / -0.1785 hartree. The calculation puts the max |F| at 0.70 eV/Å. The highest occupied orbital energy (alpha / beta) is -10.238 / -10.594 eV. The HOMO-LUMO gap (alpha / beta) is 0.2629 / 0.2108 Eh. As for the charge: +1.

[2]
The following is a DFT calculation (ωB97M-V/def2-TZVPD) of a structure of composition C30H52CaN8SSi in a non-equilibrium geometry.

The geometry in XYZ format:
```
93
Properties=species:S:1:pos:R:3:forces:R:3
Ca 15.3397 -2.2881 13.8564 -1.0684 0.3560 -0.8588
C 14.7936 2.4277 15.2618 1.2329 0.7400 1.0798
C 14.9376 1.1327 14.5484 -1.0608 -0.9679 0.9630
N 14.5733 0.0006 15.0754 0.9773 -0.0746 0.3706
N 14.0243 0.0000 16.3332 0.3630 -0.3227 -0.0737
C 14.1156 -1.1627 16.9730 -0.7902 0.6078 -0.5132
N 13.3930 -1.3006 18.1310 0.7102 0.2373 0.1598
S 14.9127 -2.6362 16.5397 0.4523 -0.1419 0.1492
C 15.4285 1.0886 13.1654 -0.0567 -0.1910 -1.4909
C 15.8730 2.2348 12.4912 0.0245 -0.7605 -0.4904
C 16.1331 2.1702 11.1126 0.3257 0.1140 1.1337
C 16.0402 0.9835 10.4115 -0.4240 0.4698 0.4651
C 15.6686 -0.1050 11.1546 -0.0530 -1.6740 1.0197
N 15.3605 -0.0763 12.4750 0.4402 -0.0675 -0.5249
H 14.4421 2.3348 16.2887 -0.3026 -0.5470 -0.2510
H 14.1854 3.1865 14.7946 -0.1630 0.1114 -0.5278
H 15.8035 2.8537 15.4312 -0.2943 0.0806 -0.4207
H 13.0607 -0.4814 18.6386 0.2305 -0.3049 -0.4221
H 13.7736 -2.0761 18.6597 -0.5000 0.2660 0.2879
H 16.0603 3.1094 13.0783 -0.0803 0.5731 -0.1002
H 16.5176 3.0313 10.6212 0.0681 0.7138 -0.3225
H 16.2204 0.9154 9.3542 0.1417 -0.0369 -0.1457
H 15.6792 -1.1208 10.7020 -0.2646 0.7228 0.3295
N 17.1965 -3.9060 13.7341 -0.8007 -0.7203 0.5847
C 18.5859 -3.6308 13.4598 0.6431 0.5012 -1.3370
C 19.2676 -2.7611 14.4997 0.4117 -0.0772 0.2206
C 18.8088 -1.3010 14.5990 0.6348 -0.5279 1.0014
N 17.4095 -1.3007 14.9186 -1.3877 0.6028 0.5829
H 17.1014 -4.4369 14.5995 0.1666 0.0945 0.1613
H 16.7487 -4.5411 13.0567 0.4498 0.8032 -0.1470
H 18.5980 -3.1027 12.4764 0.1761 -0.2995 0.5468
H 19.1972 -4.5345 13.3290 -0.2031 -0.0301 0.0060
H 20.3305 -2.7400 14.2854 0.2937 -0.0984 -0.2427
H 19.2332 -3.2933 15.4908 -0.3256 0.7254 -0.5775
H 19.0318 -0.6373 13.7548 -0.1413 -0.6092 -0.3261
H 19.3865 -0.8743 15.4233 0.1837 0.1425 0.1170
H 17.0734 -0.3606 15.2036 0.2824 -1.0281 0.0513
H 17.2025 -1.9925 15.6770 0.1938 1.2061 -0.5020
N 11.2409 0.1939 13.5467 0.0967 -0.7670 0.5333
C 12.3461 -0.3821 13.0270 0.8494 -0.2792 -0.7380
N 12.7174 -1.4828 13.6276 0.3190 0.2213 -0.8063
C 11.7723 -1.6959 14.5902 -0.7191 1.2626 1.1425
C 11.7549 -2.5934 15.6443 1.2394 -1.7675 -1.1047
C 10.6852 -2.5394 16.4927 0.5568 -1.5546 1.1587
C 9.7282 -1.5460 16.4276 -0.5541 0.4109 0.6100
C 9.8167 -0.5076 15.5214 -0.8662 -0.0339 0.0818
C 10.8237 -0.6329 14.5934 0.7743 0.0158 -0.8622
H 10.7501 0.9507 13.1312 -0.2925 0.4441 -0.0916
H 12.9084 0.0468 12.1921 -0.4643 -0.1012 0.3598
H 12.5807 -3.3812 15.7064 -1.5158 1.1914 0.0622
H 10.6842 -3.3347 17.2659 -0.4399 0.7897 -0.3806
H 8.9230 -1.5472 17.1526 0.0113 0.0207 -0.0251
H 9.0722 0.2982 15.5441 0.4830 -0.2851 -0.1868
C 11.9731 -5.8803 10.1582 0.7807 -0.8495 0.1278
C 12.5145 -4.8844 11.1743 0.0774 0.8994 0.2646
C 12.4085 -3.5007 10.4642 0.0862 0.4017 1.5571
C 11.4665 -4.8388 12.3244 -0.3936 1.1088 -0.7292
Si 14.3620 -4.9822 11.8028 0.8391 0.4249 -0.7644
C 15.5116 -5.3672 10.0965 -1.2898 0.4188 -0.5131
C 15.4395 -6.8352 9.6130 1.1186 -0.0473 -0.3577
C 16.9823 -5.0603 10.2950 0.5417 0.6143 0.7458
C 15.1800 -4.4267 8.8560 0.9002 0.5319 -0.6748
C 14.5085 -6.5711 12.9333 -0.4247 -0.9425 1.1960
C 13.7458 -7.8601 12.5168 0.7259 -0.6000 0.2452
C 15.9737 -7.0015 13.1565 -0.4179 0.8182 0.2932
C 13.9116 -6.1352 14.3019 1.7151 -1.5117 0.5661
H 10.9882 -5.5224 9.8868 -0.4026 -0.1079 -0.3995
H 11.8517 -6.8824 10.6091 0.1555 0.2834 -0.3721
H 12.6164 -5.9451 9.2554 -0.4650 -0.0374 0.4800
H 11.6390 -3.4997 9.7320 -1.3242 -0.0251 -0.4459
H 13.2464 -3.2169 9.8793 1.1940 0.1234 -0.2268
H 12.2379 -2.6833 11.1994 0.0522 -0.4787 -0.4242
H 10.5383 -4.5568 11.7725 0.1119 -0.2460 0.6679
H 11.6083 -4.0452 13.0973 0.2549 -0.5923 -0.6019
H 11.3012 -5.7879 12.8157 -0.0003 -0.3081 0.0680
H 15.7028 -7.5791 10.3680 0.0800 0.2906 0.1646
H 16.1870 -7.0171 8.7932 -0.5433 0.2641 0.3605
H 14.4850 -7.1554 9.2477 -0.7158 0.1069 -0.2890
H 17.4627 -5.6890 11.0534 0.0012 -0.0047 -0.1074
H 17.2093 -3.9994 10.5397 -0.4323 -0.4177 0.1698
H 17.4836 -5.1972 9.3429 0.3983 -0.3689 -0.2425
H 14.1666 -4.3856 8.4005 0.4988 -0.5537 0.5586
H 15.9085 -4.7466 8.0097 -1.1109 0.5558 1.1296
H 15.4175 -3.3230 9.0758 -0.1579 -1.4985 -0.0857
H 14.0095 -8.2053 11.4945 -0.0876 0.1567 0.6446
H 12.6600 -7.7822 12.5534 -0.0434 0.2042 0.0815
H 14.0524 -8.6609 13.2613 -0.4516 0.5773 -0.8593
H 16.2441 -7.4036 12.2106 1.0334 -0.3046 -0.6792
H 16.1970 -7.7824 13.9218 -0.5988 0.5539 -0.2243
H 16.5462 -6.0836 13.3881 0.0762 -1.1531 -0.1063
H 12.9920 -5.6785 14.1351 -1.6527 0.9153 0.1502
H 14.5709 -5.4888 14.8880 0.0482 0.4790 -0.3524
H 13.7838 -6.9859 15.0181 -0.1407 0.1620 -0.7247
```
Positions in Å, forces in eV/Å.

As for the spin multiplicity: 1. The lowest unoccupied orbital energy comes out at -0.0153 hartree. The calculation puts the max |F| at 2.42 eV/Å. The highest occupied orbital energy is -5.638 eV. The HOMO-LUMO gap is 0.1919 Eh. As for the charge: 0.

[3]
The following is a DFT calculation (ωB97M-V/def2-TZVPD) of a cluster of 3 separate species, C30H52F3NO9 in total.

The geometry in XYZ format:
```
95
Properties=species:S:1:pos:R:3:forces:R:3
C -1.3761 -0.9794 1.3361 0.0583 -0.0209 -0.5573
C -0.9045 -0.9758 0.0856 -0.3712 -0.4691 0.5476
C 0.4799 -1.4841 -0.3135 -0.1379 0.4741 0.6800
C 1.4147 -1.3089 0.9024 0.3628 -0.3664 -0.3564
O 1.5376 0.0313 1.3020 0.1226 -0.0497 0.0366
C 1.8074 0.1695 2.6872 -0.1021 0.1319 0.2937
C 2.6261 1.4333 2.9998 -0.0190 -0.1170 -0.1818
C 2.5770 2.5377 1.9261 0.3563 0.2028 0.3211
C 3.8442 2.5870 1.0399 -0.1211 -0.0359 0.0126
C 3.5924 2.5144 -0.4563 0.2021 -0.0130 -0.0620
N 3.1695 3.8042 -1.0175 -0.0791 -0.0495 -0.0525
C 1.0907 -0.6644 -1.4853 -0.3358 -0.0554 -0.3502
C 0.2717 0.4955 -2.0425 0.4265 0.4518 0.0902
O 0.2594 1.5936 -1.1473 -0.0536 -0.2000 0.0015
C 0.8823 0.9716 -3.3783 -0.3639 -0.2199 -0.1909
F 0.2625 0.3278 -4.3949 -0.0222 -0.2152 -0.1079
F 0.7088 2.2728 -3.5931 0.0019 0.2155 0.0659
F 2.1860 0.7067 -3.5104 0.2705 0.1077 0.1410
O 0.5995 -2.8831 -0.5306 0.0445 -0.0099 -0.4330
C -0.3801 -3.6233 -1.2533 -0.4284 -0.8537 -0.2024
C -0.8111 -3.0254 -2.6009 0.2055 0.1155 -0.2074
C 0.2247 -3.2920 -3.6740 -0.0759 -0.0790 -0.0106
O 0.4840 -4.4061 -4.0517 0.0432 0.2199 0.0768
C -1.5497 -4.0983 -0.3525 0.2417 0.8846 0.3581
C -2.9537 -3.5768 -0.6631 -0.4474 -0.7040 0.2543
C -3.8486 -3.5148 0.5869 0.0347 0.4433 -0.3601
C -5.1886 -2.8281 0.2953 0.1956 -0.1762 -0.1653
C -5.0539 -1.3383 0.0271 0.1721 -0.1589 -0.4789
O -6.3156 -0.7028 0.0971 -0.0011 -0.0734 0.1044
C -6.5214 0.2755 -0.8985 -0.1388 0.4524 -0.0645
C -7.7267 1.1267 -0.5192 0.0223 -0.3839 0.1094
H -2.2161 -0.3465 1.5966 -0.3806 -0.4861 -0.0971
H -0.9824 -1.6231 2.1151 0.3991 0.5064 0.1560
H -1.5914 -0.6173 -0.6775 0.3549 0.5121 -0.0165
H 2.4023 -1.6802 0.5925 -0.0479 -0.1082 0.0213
H 1.0658 -1.9719 1.6983 -0.1367 0.1778 0.0612
H 2.3551 -0.7039 3.0608 -0.0056 -0.0289 -0.0923
H 0.8497 0.1908 3.2252 -0.0227 0.0182 -0.0515
H 2.2936 1.8347 3.9595 -0.1048 -0.1030 -0.0159
H 3.6663 1.1373 3.1540 0.0105 0.0801 -0.0415
H 2.5155 3.4926 2.4525 -0.1620 -0.0025 -0.0646
H 1.6728 2.4438 1.3246 0.0141 -0.0629 -0.0865
H 4.3886 3.5086 1.2601 0.0682 -0.0252 -0.1282
H 4.5235 1.7699 1.2987 -0.1348 -0.0701 0.0748
H 2.8635 1.7272 -0.6566 -0.0886 -0.1316 0.0378
H 4.5204 2.2147 -0.9505 -0.0085 0.1454 -0.0385
H 3.2127 3.7423 -2.0287 -0.0312 0.0387 -0.0351
H 2.1866 3.9461 -0.8075 -0.0086 0.0449 0.0469
H 1.3100 -1.3347 -2.3172 0.0509 -0.1397 0.1283
H 2.0467 -0.2476 -1.1716 0.0118 0.0055 0.0303
H -0.7451 0.2066 -2.3059 -0.0026 -0.0563 -0.0157
H -0.6507 1.7685 -0.8946 0.0379 0.0675 0.0881
H 0.1525 -4.5355 -1.5323 0.1745 0.1154 0.0804
H -1.0366 -1.9593 -2.5574 -0.0475 -0.0030 0.1023
H -1.7136 -3.5341 -2.9467 -0.0091 -0.0516 0.1468
H 0.7280 -2.4126 -4.1168 0.0592 -0.0310 -0.0984
H -1.5488 -5.1871 -0.3017 -0.0910 0.0079 -0.1171
H -1.2779 -3.7639 0.6502 -0.0375 -0.0966 0.0048
H -3.4326 -4.2853 -1.3496 -0.0284 0.2730 -0.2397
H -2.9597 -2.5960 -1.1380 0.2451 0.0199 -0.0559
H -3.2998 -2.9405 1.3400 -0.1135 -0.2055 0.2357
H -4.0327 -4.5220 0.9596 0.1719 0.0496 0.1497
H -5.8951 -2.9757 1.1134 0.0346 0.0129 0.0342
H -5.6072 -3.2974 -0.6018 -0.2519 0.0148 0.1309
H -4.6370 -1.1914 -0.9779 0.0107 0.0046 0.0149
H -4.3350 -0.8839 0.7206 -0.1771 0.0911 0.1745
H -5.6416 0.9252 -0.9973 0.0784 -0.0966 0.0990
H -6.6894 -0.1982 -1.8743 0.1252 -0.0634 0.0048
H -7.6587 2.1230 -0.9534 -0.0481 -0.0180 -0.0335
H -8.6536 0.6539 -0.8442 -0.0179 0.0636 0.0175
H -7.7616 1.2038 0.5683 0.0218 0.1634 -0.0369
O -2.0147 -5.5486 2.4916 -0.0482 0.0031 0.1164
C -1.0334 -5.2252 3.0894 0.0545 -0.1518 -0.1706
C -0.0827 -6.0981 3.8850 0.0600 0.2889 0.2644
C 0.7074 -5.0786 4.7048 -0.0476 -0.0872 -0.0226
C 0.6660 -3.8519 3.8009 0.1081 -0.0360 0.0759
O -0.5902 -3.9395 3.1054 0.0168 0.0707 0.0780
H 0.5507 -6.6409 3.1816 -0.0412 -0.0497 -0.0188
H -0.6392 -6.8048 4.4933 -0.0216 -0.1092 -0.1271
H 1.7196 -5.3902 4.9524 0.0203 0.0127 -0.0598
H 0.1812 -4.8688 5.6368 0.0098 0.0204 0.0059
H 1.4689 -3.8542 3.0598 0.0010 -0.0412 0.0004
H 0.6942 -2.9123 4.3485 -0.0789 0.0447 -0.0514
O 5.9382 10.1398 -1.1855 0.0228 0.0105 0.0811
C 5.3076 9.1779 -1.5094 0.0136 0.0970 -0.1766
C 4.0074 9.1370 -2.2936 -0.1474 -0.2962 0.2126
C 3.5059 7.7166 -2.0391 -0.0045 0.1165 -0.0443
C 4.8095 6.9585 -1.8220 -0.1106 -0.1050 0.0369
O 5.7042 7.9163 -1.2245 -0.0127 -0.0576 0.0138
H 4.2380 9.3119 -3.3456 0.0009 0.0625 -0.0023
H 3.3279 9.9061 -1.9380 0.0810 0.1284 -0.0934
H 2.9015 7.3031 -2.8439 0.0485 -0.0154 -0.0302
H 2.9115 7.6932 -1.1248 0.0006 -0.0315 0.0051
H 5.2505 6.6162 -2.7613 0.0045 0.0307 -0.0134
H 4.6950 6.1095 -1.1531 0.0953 0.0136 0.0327
```
Positions in Å, forces in eV/Å.

As for the spin multiplicity: 1. The lowest unoccupied orbital energy comes out at 0.0054 hartree. The calculation puts the max |F| at 0.98 eV/Å. The highest occupied orbital energy is -9.400 eV. The HOMO-LUMO gap is 0.3509 Eh. As for the charge: 0.